The following is a quantum chemistry calculation of a structure of composition C38H55AsCoF6N3O21 at a distorted geometry, from the OMol25 dataset.

Structure (XYZ):
```
125
Properties=species:S:1:pos:R:3
Co -0.519 19.660 8.126
As -2.170 22.119 5.649
F -1.624 20.756 6.734
F -1.715 23.309 6.825
F -2.612 23.373 4.403
F -2.553 20.949 4.255
F -3.870 21.985 6.282
F -0.516 22.226 4.960
C -3.120 18.786 2.436
C -3.983 17.662 2.110
C -3.418 16.385 2.206
C -2.123 16.115 2.511
C -1.379 17.182 2.920
C -1.871 18.451 2.891
N -1.611 14.720 2.436
O -0.618 14.493 3.160
O -2.146 13.958 1.684
H -3.385 19.829 2.349
H -5.043 17.800 1.959
H -4.098 15.588 1.946
H -0.362 17.041 3.255
H -1.209 19.276 3.107
C -0.592 27.567 6.611
C -0.798 28.704 7.306
C -1.580 28.661 8.493
C -2.142 27.471 8.921
C -1.967 26.298 8.074
C -1.170 26.363 6.915
N -2.869 27.312 10.239
O -2.641 28.142 11.101
O -3.633 26.356 10.413
H 0.121 27.600 5.800
H -0.355 29.640 6.999
H -1.641 29.538 9.120
H -2.316 25.384 8.531
H -0.795 25.540 6.326
C -1.492 23.833 -0.416
C -1.001 22.986 -1.435
C -0.244 21.841 -1.078
C -0.233 21.415 0.255
C -0.756 22.214 1.286
C -1.357 23.424 0.936
N 0.473 20.122 0.570
O 0.784 19.907 1.763
O 0.658 19.237 -0.342
H -2.029 24.758 -0.568
H -1.143 23.256 -2.471
H 0.164 21.141 -1.792
H -0.897 21.890 2.307
H -1.701 24.023 1.766
C -5.236 29.762 -0.276
C -5.469 28.621 0.757
O -4.272 28.276 1.409
C -4.345 27.474 2.433
O -5.351 26.917 2.803
O -3.087 27.302 2.930
C -2.829 26.441 3.992
H -4.453 29.432 -0.960
H -4.870 30.670 0.204
H -6.129 29.995 -0.856
H -5.828 27.705 0.287
H -6.074 29.141 1.500
H -3.297 25.459 4.058
H -2.692 26.980 4.929
H -1.822 26.055 3.836
C -1.788 23.164 13.092
C -1.650 23.763 11.683
O -0.986 22.798 10.925
C -1.695 21.918 10.054
O -1.067 21.278 9.171
O -3.062 22.000 10.224
C -3.967 21.419 9.313
H -2.100 22.121 13.049
H -2.450 23.780 13.700
H -0.887 23.035 13.692
H -1.131 24.720 11.734
H -2.609 24.046 11.249
H -4.964 21.505 9.745
H -3.637 20.418 9.032
H -4.015 22.100 8.464
C 3.268 23.756 3.321
C 1.811 24.271 3.385
O 1.369 24.964 2.214
C 0.994 26.218 2.454
O 1.187 26.901 3.469
O 0.532 26.729 1.344
C 0.198 28.107 1.255
H 3.353 22.819 2.772
H 3.724 23.466 4.268
H 3.961 24.478 2.888
H 1.760 24.850 4.307
H 1.193 23.388 3.545
H 0.397 28.451 0.240
H 0.915 28.725 1.794
H -0.865 28.329 1.353
C -5.545 19.433 5.304
C -4.658 18.937 6.399
O -3.907 17.771 5.973
C -2.537 17.544 6.430
O -1.941 18.375 7.099
O -2.122 16.268 6.217
C -3.107 15.212 5.947
H -4.808 19.885 4.640
H -6.027 20.323 5.709
H -6.233 18.701 4.881
H -5.235 18.710 7.295
H -3.937 19.703 6.684
H -2.589 14.276 5.739
H -3.548 15.350 4.960
H -3.998 15.252 6.575
C 1.217 24.099 7.640
C 2.192 22.936 8.169
O 2.641 22.214 6.970
C 2.037 21.176 6.512
O 1.211 20.462 7.095
O 2.432 20.990 5.214
C 1.909 19.965 4.481
H 0.444 23.719 6.973
H 1.757 24.697 6.905
H 0.771 24.659 8.462
H 1.666 22.313 8.892
H 3.041 23.382 8.688
H 2.565 19.854 3.618
H 0.889 20.187 4.167
H 2.095 19.105 5.124
```

- ΔE to the lowest compared entry with this formula, charge and spin (kJ/mol) = 0.00
- expectation value of S² = 3.754
- maximum force (hartree/bohr) = 0.1141
- HOMO energy (alpha / beta) (eV) = -11.5 / -11.5
- LUMO (alpha / beta) (eV) = -4.7 / -5.7
- total charge = +1
- 2S+1 = 4

Mulliken population analysis, charges in e, atoms 1 to 5:
1 Co 1.269
2 As 1.787
3 F 1.027
4 F -0.375
5 F -0.493